Entry 1:
30
Properties=species:S:1:pos:R:3:forces:R:3 method="wB97M-V/def2-TZVPD" energy_ha=-1505.8958 total_charge=+1 homo_lumo_gap_ev=8.95
C 0.33115 2.15860 -1.71210 2.9 -2.2 -1.6
C -1.92299 1.75209 -0.99377 -1.4 0.1 2.1
C -0.46754 -1.64844 0.50336 0.9 1.0 -0.8
C 0.16859 -1.27436 -0.88455 1.3 -1.5 -2.0
C 0.73485 -2.06579 1.43170 -1.8 -0.8 2.2
C -0.63170 -0.28734 -1.76452 -0.8 -0.3 1.4
C 1.07632 -0.92454 2.39118 -0.2 1.7 0.8
N -0.60030 1.14871 -1.16067 0.7 -1.7 1.0
O 0.05645 1.41437 1.28837 -0.6 0.4 -1.1
O 1.37259 -2.54170 4.58644 0.1 1.1 -0.1
P 0.80808 0.85333 2.42652 1.0 -1.5 1.2
P 1.44354 -1.15769 4.05615 -0.2 -2.8 -0.9
P 1.96387 0.38955 5.44907 1.9 1.8 -1.1
H 1.42719 1.85327 -1.45680 -1.9 0.3 -0.5
H 0.26446 2.19890 -2.84357 -0.2 0.1 1.4
H 0.19740 3.08915 -1.23670 -0.5 1.1 0.4
H -2.04485 2.38852 -1.88799 -0.6 0.1 0.9
H -2.73191 0.94860 -0.92270 1.1 1.2 -0.3
H -1.89741 2.25590 0.10525 -0.2 -0.5 -3.0
H -1.03209 -0.67000 0.75667 0.9 -1.9 0.6
H -1.19334 -2.50705 0.55472 0.6 1.1 -0.8
H 0.35468 -2.21869 -1.56805 -0.7 1.5 1.4
H 1.28459 -0.90251 -0.90054 -2.0 -0.4 0.9
H 1.67359 -2.37346 0.96479 -0.4 0.1 -0.6
H 0.35790 -3.02064 2.00795 1.0 1.9 -0.7
H -0.19722 -0.38919 -2.74303 -0.1 0.8 -0.6
H -1.72746 -0.55902 -1.76241 1.3 0.2 -0.3
H -0.26748 1.01503 -0.12106 -0.2 0.3 -1.2
H 3.44645 0.17976 5.18703 -1.7 0.4 -0.1
H 2.07938 -0.54616 6.39219 -0.2 -1.6 1.5


Entry 2:
16
Properties=species:S:1:pos:R:3:forces:R:3 method="wB97M-V/def2-TZVPD" energy_ha=-304.9880 total_charge=-1 multiplicity=2 s2=0.754 homo_lumo_gap_ev="3.70 / 7.07"
O 0.33309 -1.17141 1.02718 0.0 -0.1 -0.1
C -0.05862 -1.46875 -0.17625 0.3 -0.3 0.2
C 0.22519 -2.83067 -0.79276 -0.8 1.4 -0.8
H -0.49964 -0.70940 -0.83289 -0.1 0.0 0.0
H 1.29937 -3.02810 -0.89182 0.0 -0.6 0.6
H -0.40780 -3.60075 -0.32997 0.7 -0.4 0.2
H -0.12781 -2.75776 -1.83372 0.0 -0.1 0.0
N -1.29713 1.56016 0.22213 -0.2 0.0 -0.5
C -0.10453 2.31675 -0.12518 0.3 -0.3 0.7
N 1.10107 1.51852 0.00152 0.1 0.4 -0.1
H -2.15962 1.94569 -0.13020 0.0 0.2 0.2
H -1.34007 1.35337 1.20824 -0.1 -0.2 0.0
H -0.00902 3.19705 0.53142 0.1 0.1 -0.3
H -0.14566 2.61565 -1.16640 -0.3 0.4 -0.2
H 1.08058 0.85400 -0.76808 0.1 -0.2 0.2
H 1.01604 0.91597 0.82207 0.0 -0.2 -0.1


Entry 3:
13
Properties=species:S:1:pos:R:3:forces:R:3 method="wB97M-V/def2-TZVPD" energy_ha=-344.5175 smiles="C#C[C@@H](C)OC=O" homo_lumo_gap_ev=11.54
C -1.37212 -1.12748 0.09341 0.0 -0.1 0.0
C -0.13215 -0.28478 0.35023 -0.2 0.0 0.2
O 0.86555 -0.72085 -0.58172 0.0 0.0 -0.2
C 2.12032 -0.21342 -0.43469 0.4 0.0 0.2
O 2.88849 -0.52519 0.42496 -0.4 0.1 -0.1
C -0.41340 1.14689 0.14413 -0.1 0.5 0.0
C -0.65661 2.31260 -0.02549 0.1 -0.4 0.0
H -1.69290 -1.00556 -0.94458 0.1 0.0 0.1
H -2.19189 -0.81767 0.74480 0.1 0.0 0.0
H -1.15105 -2.17864 0.28222 0.0 0.1 0.0
H 0.24518 -0.43035 1.36977 -0.1 0.0 -0.1
H 2.35455 0.49633 -1.23914 0.1 -0.1 0.0
H -0.86398 3.34813 -0.18391 0.0 -0.2 0.0


Entry 4:
12
Properties=species:S:1:pos:R:3:forces:R:3 method="wB97M-V/def2-TZVPD" energy_ha=-377.5324 smiles=C#Cc1ncoc1N homo_lumo_gap_ev=8.56
C 0.03478 -0.75541 -0.15146 2.4 1.5 2.1
C -1.85565 -0.88776 -1.15488 2.0 1.8 0.3
C -0.57702 0.59546 -0.16009 4.1 -3.7 0.1
C 0.25882 1.67425 0.40183 -0.4 0.2 -0.8
C 1.08557 2.47895 0.82140 -1.5 0.9 0.5
H 2.09769 -0.47444 0.71585 -4.0 -2.6 -1.4
H 1.47509 -2.15704 0.74248 -1.0 0.5 -0.6
H -2.79025 -1.40988 -1.26449 0.3 -0.1 -0.6
H 1.38083 3.42797 1.36736 -0.1 -2.0 -1.0
N 1.23021 -1.22838 0.39271 3.3 3.6 1.1
N -1.67658 0.39941 -0.94003 -1.8 -1.3 0.5
O -0.66349 -1.66312 -0.77069 -3.1 1.3 -0.1


Energy above the lowest of the compared OMol25 structures with the same formula, charge and spin (kcal per mole)
0.0; 12.0; 53.0; 82.6
Molecular weight (g mol⁻¹)
240.1; 90.1; 98.1; 108.1